[1]
50
Properties=species:S:1:pos:R:3 method="wB97M-V/def2-TZVPD" energy_ev=-28957.050 homo_ev=-9.800 smiles="CCOB(O)[C@@H]1COC(=O)O1.CCOCC.CCOCC"
C 0.34 1.13 0.16
C 0.14 -0.27 -0.69
O 0.16 -0.09 -2.15
B 1.53 -0.47 -2.64
O 2.38 0.68 -3.08
C 2.05 -2.04 -2.62
C 3.60 -2.39 -3.03
O 3.55 -3.85 -2.69
C 2.20 -4.26 -3.19
O 1.87 -5.55 -3.27
O 1.37 -3.04 -3.48
H 0.46 0.89 1.32
H 1.35 1.64 -0.17
H -0.59 1.82 -0.06
H -0.93 -0.71 -0.40
H 0.92 -1.03 -0.27
H 2.04 1.51 -2.62
H 1.94 -2.52 -1.53
H 3.77 -2.45 -4.20
H 4.45 -1.74 -2.52
C -3.44 4.26 -2.39
C -3.50 2.96 -1.62
O -3.49 3.14 -0.20
C -4.56 3.90 0.35
C -5.93 3.30 0.08
H -2.54 4.83 -2.11
H -3.40 4.06 -3.47
H -4.30 4.90 -2.20
H -2.62 2.36 -1.86
H -4.37 2.36 -1.91
H -4.51 4.94 0.00
H -4.40 3.93 1.43
H -6.15 3.25 -0.99
H -6.71 3.90 0.56
H -5.98 2.28 0.47
C 3.36 -3.27 2.48
C 3.10 -1.77 2.48
O 1.71 -1.43 2.47
C 0.94 -1.90 3.57
C 1.41 -1.39 4.91
H 2.89 -3.73 1.61
H 4.44 -3.47 2.45
H 2.95 -3.75 3.37
H 3.54 -1.33 1.58
H 3.60 -1.28 3.33
H 0.89 -3.00 3.56
H -0.09 -1.55 3.40
H 2.43 -1.72 5.14
H 0.76 -1.74 5.71
H 1.41 -0.29 4.92

---

[2]
51
Properties=species:S:1:pos:R:3 method="wB97M-V/def2-TZVPD" energy_ev=-126317.560 homo_ev=-3.594 charge=-1
C 1.17 2.53 -0.35
C 1.16 1.18 -0.44
P 0.02 -0.09 0.41
C -1.52 0.80 -0.23
Cl 0.11 1.23 2.39
C -1.00 -1.35 1.47
C -2.37 -0.96 2.04
C -3.56 -1.49 1.22
C -4.89 -0.74 1.43
C -5.68 -0.53 0.14
N -5.41 0.77 -0.47
C 0.10 -1.29 -1.14
Br -0.01 -0.42 -2.93
C 1.36 -2.15 -1.15
C 1.29 -3.33 -0.17
H 1.28 3.07 0.58
H 1.13 3.14 -1.26
H 1.91 0.73 -1.10
H 1.20 -0.76 0.94
H -2.22 0.08 -0.65
H -1.25 1.48 -1.04
H -1.98 1.41 0.54
H -0.33 -1.57 2.30
H -1.13 -2.30 0.93
H -2.46 0.11 2.23
H -2.45 -1.44 3.02
H -3.30 -1.56 0.16
H -3.71 -2.52 1.55
H -4.71 0.22 1.90
H -5.52 -1.35 2.09
H -6.75 -0.66 0.35
H -5.42 -1.32 -0.58
H -5.37 0.74 -1.47
H -6.09 1.47 -0.18
H -0.76 -1.95 -1.14
H 2.24 -1.52 -0.95
H 1.49 -2.56 -2.15
H 0.28 -3.73 -0.14
H 1.96 -4.13 -0.49
H 1.54 -3.02 0.84
C 5.04 1.29 -1.41
C 6.35 2.06 -1.42
O 6.04 3.29 -0.75
S 4.93 3.02 0.38
O 5.55 2.87 1.64
O 3.88 3.95 0.18
O 4.49 1.58 -0.13
H 4.35 1.65 -2.18
H 5.18 0.22 -1.51
H 6.72 2.29 -2.42
H 7.13 1.54 -0.85

---

[3]
64
Properties=species:S:1:pos:R:3 method="wB97M-V/def2-TZVPD" energy_ev=-93731.981 homo_ev=-9.437
C -3.59 -1.58 -2.69
C -2.22 -0.73 -2.48
O -2.64 0.64 -2.27
P -1.33 1.68 -1.97
O -0.54 1.32 -0.69
C -0.04 1.65 -3.37
C 1.05 0.50 -3.16
O 2.04 0.95 -2.16
S 2.57 -0.38 -1.25
O 2.87 -1.54 -2.17
O 1.29 -0.92 -0.28
C 1.73 -1.21 1.03
Cl 2.34 -2.90 1.40
C 1.75 -0.22 2.03
C 1.23 1.28 1.79
Cl 2.37 -0.62 3.71
O -1.96 3.24 -1.85
C -2.24 3.62 -0.48
C -3.22 2.64 0.31
H -4.36 -1.05 -2.03
H -3.50 -2.64 -2.32
H -3.93 -1.48 -3.76
H -1.66 -1.19 -1.61
H -1.60 -0.85 -3.43
H -0.53 1.64 -4.40
H 0.52 2.65 -3.26
H 1.65 0.25 -4.09
H 0.51 -0.41 -2.72
H 1.69 1.73 0.86
H 0.10 1.18 1.61
H 1.37 1.94 2.70
H -2.78 4.63 -0.54
H -1.32 3.76 0.17
H -2.85 1.58 0.41
H -3.29 3.05 1.37
H -4.29 2.62 -0.08
C 4.50 -1.24 6.29
N 4.78 -0.80 7.68
O 3.83 -0.39 8.33
O 5.93 -0.87 8.06
H 3.44 -1.12 6.08
H 5.10 -0.62 5.62
H 4.79 -2.29 6.21
C 0.42 -6.02 1.62
N -0.69 -6.77 0.97
O -1.83 -6.42 1.23
O -0.37 -7.67 0.21
H -0.01 -5.25 2.26
H 0.99 -6.73 2.21
H 1.02 -5.57 0.83
C 1.82 1.69 -7.86
N 0.70 1.60 -6.88
O 0.03 0.58 -6.88
O 0.55 2.55 -6.14
H 1.84 0.77 -8.44
H 1.63 2.55 -8.49
H 2.74 1.81 -7.29
C -2.88 1.91 4.82
N -2.30 2.56 3.62
O -2.07 3.76 3.69
O -2.09 1.85 2.65
H -3.02 2.66 5.60
H -3.84 1.48 4.53
H -2.19 1.14 5.14